{
  "formula": "C2H12N2O3",
  "method": "ωB97M-V/def2-TZVPD",
  "symbols": ["C", "N", "C", "N", "H", "H", "H", "H", "H", "H", "H", "H", "O", "H", "H", "O", "H", "H", "O"],
  "coordinates": [[-1.719, -0.386, -0.682], [-0.517, -0.596, 0.053], [0.130, -1.818, -0.112], [0.978, -2.166, 0.781], [-1.955, 0.705, -0.759], [-1.662, -0.668, -1.717], [-2.583, -0.880, -0.224], [-0.361, -0.037, 0.892], [0.010, -2.254, -1.094], [1.469, -3.007, 0.469], [-1.510, 3.057, 1.008], [-0.556, 3.669, -0.019], [-1.079, 2.881, 0.164], [0.373, 0.681, -1.763], [0.918, 0.771, -3.123], [0.709, 0.079, -2.455], [2.120, 0.669, 2.960], [2.463, -0.668, 2.479], [2.769, -0.034, 3.143]],
  "mulliken_spin": [-0.004, 0.622, -0.135, 0.467, 0.013, 0.015, 0.056, -0.024, -0.003, -0.010, 0.000, 0.000, 0.000, -0.002, 0.000, 0.004, 0.000, 0.000, 0.000],
  "e_tot_ha": -418.2854,
  "lumo_energy_ha": [-0.1462, -0.3138],
  "charge": 1,
  "e_above_lowest_kcal_mol": 38.1,
  "mol_weight_g_mol": 112.129,
  "homo_energy_ev": [-14.2, -14.2],
  "spin_multiplicity": 2,
  "homo_lumo_gap_ev": [10.3, 5.7]
}

{
  "formula": "C22H22N7OS3V",
  "method": "ωB97M-V/def2-TZVPD",
  "symbols": ["V", "C", "C", "N", "C", "C", "C", "C", "C", "C", "C", "C", "C", "N", "C", "H", "H", "H", "H", "H", "H", "H", "H", "S", "C", "S", "C", "C", "N", "C", "N", "N", "C", "O", "C", "C", "H", "H", "H", "H", "H", "H", "C", "N", "C", "S", "N", "C", "H", "H", "H", "H", "H", "H", "H", "H"],
  "coordinates": [[-0.146, -0.342, 0.297], [-0.334, -2.994, 3.560], [-0.744, -2.141, 2.556], [0.108, -1.663, 1.623], [1.405, -2.098, 1.683], [1.898, -2.977, 2.663], [0.991, -3.419, 3.640], [3.280, -3.333, 2.601], [4.093, -2.864, 1.620], [3.603, -1.979, 0.616], [4.370, -1.451, -0.429], [3.761, -0.591, -1.325], [2.422, -0.249, -1.178], [1.659, -0.718, -0.190], [2.250, -1.589, 0.678], [-1.061, -3.332, 4.286], [-1.778, -1.829, 2.480], [1.316, -4.091, 4.424], [3.672, -4.005, 3.356], [5.137, -3.153, 1.586], [5.415, -1.720, -0.525], [4.320, -0.176, -2.153], [1.939, 0.431, -1.867], [-0.844, -0.709, -2.015], [-2.420, -1.258, -1.451], [-3.789, -0.296, -1.711], [-2.489, -2.505, -0.796], [-3.643, -2.891, -0.079], [-4.567, -3.189, 0.547], [-1.378, -3.384, -0.773], [-0.489, -4.124, -0.799], [-3.315, 1.542, 1.977], [-2.074, 1.176, 1.596], [-1.925, 0.161, 0.915], [-0.875, 1.982, 2.002], [0.364, 1.094, 1.784], [-4.076, 1.051, 1.527], [-3.483, 2.468, 2.325], [-0.995, 2.361, 3.024], [-0.826, 2.840, 1.326], [0.616, 0.589, 2.723], [1.223, 1.715, 1.509], [0.974, 4.579, -3.064], [-0.258, 3.851, -3.288], [-0.740, 2.943, -2.393], [0.179, 2.483, -1.060], [-1.966, 2.486, -2.609], [-2.714, 2.741, -3.816], [1.218, 5.145, -3.962], [1.772, 3.873, -2.847], [0.894, 5.255, -2.208], [-0.923, 4.270, -3.915], [-2.262, 1.647, -2.098], [-2.138, 2.491, -4.713], [-3.030, 3.789, -3.876], [-3.597, 2.108, -3.785]],
  "mulliken_spin": [2.338, -0.042, 0.195, 0.020, 0.149, -0.074, 0.293, -0.003, -0.042, 0.000, 0.062, 0.039, 0.048, -0.053, 0.062, 0.000, 0.045, 0.021, -0.002, 0.000, 0.006, 0.003, 0.017, -0.033, 0.038, -0.001, 0.028, -0.011, 0.007, -0.007, 0.000, 0.009, 0.034, -0.077, -0.003, -0.091, -0.001, 0.000, -0.002, -0.001, 0.013, 0.010, -0.001, -0.001, 0.004, 0.002, -0.003, 0.000, 0.000, 0.000, 0.000, 0.000, 0.003, 0.000, 0.000, 0.000],
  "e_tot_ha": -3448.7832,
  "lumo_energy_ha": [0.0843, 0.0839],
  "charge": -1,
  "e_above_lowest_kcal_mol": 18.6,
  "mol_weight_g_mol": 547.611,
  "homo_energy_ev": [-2.9, -4.0],
  "spin_multiplicity": 4,
  "homo_lumo_gap_ev": [5.2, 6.3]
}

{
  "formula": "C5H6O",
  "method": "ωB97M-V/def2-TZVPD",
  "symbols": ["C", "C", "C", "C", "C", "O", "H", "H", "H", "H", "H", "H"],
  "coordinates": [[-2.765, -0.160, 0.039], [-1.293, 0.088, -0.056], [-0.099, 0.336, -0.071], [1.375, 0.541, -0.224], [2.523, -0.269, 0.286], [1.968, -0.499, -0.986], [-3.180, -0.656, -0.851], [-3.023, -0.794, 0.899], [-3.319, 0.781, 0.163], [1.830, 1.522, -0.430], [2.449, -1.037, 1.046], [3.535, 0.149, 0.185]],
  "nbo_charge": [-0.685, 0.044, -0.073, -0.006, -0.090, -0.473, 0.238, 0.237, 0.238, 0.204, 0.188, 0.179],
  "e_tot_ha": -269.2319,
  "lumo_energy_ha": 0.0375,
  "charge": 0,
  "e_above_lowest_kcal_mol": 71.7,
  "mol_weight_g_mol": 82.102,
  "homo_energy_ev": -9.5,
  "smiles": "CC#C[C@H]1CO1",
  "homo_lumo_gap_ev": 10.5
}

{
  "formula": "H26O13",
  "method": "ωB97M-V/def2-TZVPD",
  "symbols": ["O", "H", "H", "O", "H", "H", "O", "H", "H", "O", "H", "H", "O", "H", "H", "O", "H", "H", "O", "H", "H", "O", "H", "H", "O", "H", "H", "O", "H", "H", "O", "H", "H", "O", "H", "H", "O", "H", "H"],
  "coordinates": [[-0.453, 0.135, -4.131], [0.444, -0.154, -4.025], [-0.720, -0.187, -3.273], [-1.235, -1.507, 2.014], [-0.541, -1.001, 2.414], [-1.904, -1.694, 2.671], [2.784, -1.467, 1.296], [2.823, -0.783, 1.962], [2.238, -1.049, 0.643], [0.275, -3.137, 0.398], [-0.360, -3.729, 0.048], [-0.254, -2.489, 0.865], [0.263, 0.686, 3.152], [1.147, 0.837, 2.759], [0.427, 0.567, 4.058], [-2.931, -1.958, -0.188], [-3.764, -1.530, -0.121], [-2.341, -1.419, 0.351], [0.810, -1.859, -1.950], [0.760, -2.417, -1.192], [0.121, -2.221, -2.447], [-1.464, 0.436, -1.636], [-2.397, 0.365, -1.937], [-1.203, 1.280, -2.000], [-2.170, 1.131, 1.571], [-1.865, 0.964, 0.656], [-1.680, 0.534, 2.114], [1.687, 1.131, -2.489], [1.529, 0.538, -1.764], [2.549, 0.923, -2.867], [-0.037, 2.685, 0.642], [-0.063, 2.702, 1.589], [-0.923, 2.785, 0.327], [2.624, 3.041, 0.427], [1.640, 3.002, 0.511], [2.858, 3.715, -0.174], [0.702, 0.134, 0.051], [0.682, 1.120, 0.195], [-0.045, -0.091, -0.509]],
  "nbo_charge": [-0.954, 0.476, 0.466, -0.981, 0.509, 0.493, -0.936, 0.441, 0.491, -0.951, 0.467, 0.493, -0.962, 0.494, 0.482, -0.956, 0.464, 0.485, -0.972, 0.492, 0.456, -0.971, 0.499, 0.497, -0.968, 0.472, 0.484, -0.977, 0.495, 0.474, -0.958, 0.504, 0.505, -0.976, 0.481, 0.472, -1.028, 0.496, 0.504],
  "e_tot_ha": -993.6985,
  "lumo_energy_ha": -0.0106,
  "charge": 0,
  "e_above_lowest_kcal_mol": 46.9,
  "mol_weight_g_mol": 234.195,
  "homo_energy_ev": -10.4,
  "homo_lumo_gap_ev": 10.1
}

{
  "formula": "C2HOP",
  "method": "ωB97M-V/def2-TZVPD",
  "symbols": ["C", "C", "P", "O", "H"],
  "coordinates": [[0.966, 0.357, 0.344], [2.010, 0.462, 1.071], [4.064, -0.289, 1.735], [4.170, -1.293, 2.833], [1.227, 1.172, -0.334]],
  "nbo_charge": [-0.387, -0.358, 1.423, -0.927, 0.249],
  "e_tot_ha": -493.2250,
  "lumo_energy_ha": -0.0753,
  "charge": 0,
  "e_above_lowest_kcal_mol": 31.7,
  "mol_weight_g_mol": 72.003,
  "homo_energy_ev": -10.2,
  "smiles": "C#CP=O",
  "homo_lumo_gap_ev": 8.2
}

Number 1: largest force on an atom 0.054 Eh/bohr. Number 2: largest force on an atom 0.064 Eh/bohr. Number 3: largest force on an atom 0.026 Eh/bohr. Number 4: largest force on an atom 0.049 Eh/bohr. Number 5: largest force on an atom 0.063 Eh/bohr.